# 1
Entry from the OMol25 dataset: a molecular structure, C24H41Br6N3O7Sr in a non-equilibrium geometry (ωB97M-V/def2-TZVPD).

total charge	0
energy above the lowest of the compared OMol25 structures with the same formula, charge and spin	488.4	kcal/mol
DFT total energy	-17103.68485	hartree
E_HOMO	-7.55	eV
multiplicity	1

Geometry as XYZ:
```
82
Properties=species:S:1:pos:R:3:forces:R:3
N -0.055 -3.056 -2.235 2.4 -3.7 -1.8
H 0.289 -2.122 -2.404 -0.8 1.6 0.5
H 0.664 -3.558 -2.737 -0.4 -1.6 -0.5
H -0.996 -3.103 -2.597 -0.1 -0.5 0.1
H 0.052 -3.278 -1.255 -0.4 0.2 0.1
Sr -2.273 -1.034 -1.475 -2.3 -7.9 3.0
C -0.842 -3.441 0.849 -0.7 0.8 -0.6
C -2.411 -3.286 0.742 -1.0 0.2 -0.3
O -2.851 -2.501 -0.324 -0.2 -5.7 3.4
H -0.471 -3.823 1.800 0.0 -0.9 -0.8
H -0.448 -2.424 0.817 0.1 -0.5 0.1
H -0.292 -3.752 -0.039 -0.5 -1.8 0.7
H -2.759 -2.833 1.671 0.4 0.4 0.4
H -3.063 -4.158 0.786 0.8 -1.2 -0.3
C 0.210 0.102 0.197 0.6 -1.3 -1.3
C 0.575 -0.381 -1.206 0.5 2.0 2.1
O -0.450 -1.012 -1.805 10.1 1.4 -1.2
H -0.793 0.528 0.201 0.7 0.8 -0.1
H 1.071 0.669 0.549 -0.8 -0.4 0.1
H -0.001 -0.738 0.859 1.4 0.5 -0.8
H 1.528 -0.900 -1.098 -0.4 -0.8 0.1
H 0.877 0.517 -1.744 -0.2 -0.3 0.1
C -2.327 2.397 0.556 1.4 0.6 0.3
C -2.895 1.328 -0.373 -0.1 -0.1 0.9
O -2.733 0.004 0.044 -2.6 5.8 6.0
H -2.341 2.046 1.588 -1.2 1.9 -0.5
H -2.713 3.416 0.515 -0.5 -0.2 -0.3
H -1.248 2.500 0.447 0.1 0.2 -0.3
H -2.454 1.360 -1.370 0.7 1.2 1.2
H -3.919 1.672 -0.523 -0.6 -0.6 -0.3
Br 3.949 0.412 0.689 0.7 -1.3 4.0
C 2.995 -1.278 1.242 0.3 0.5 -0.4
C 2.545 -1.117 2.630 -0.1 0.8 1.3
Br 0.975 0.177 2.920 4.4 0.2 1.5
H 3.802 -2.010 1.222 -0.3 -0.1 -0.1
H 2.192 -1.517 0.545 0.4 0.3 0.1
H 3.450 -0.798 3.148 -0.5 0.5 0.6
H 2.292 -2.076 3.082 -0.6 0.0 -0.1
Br 2.584 2.104 -1.204 -5.8 8.1 7.6
C 1.308 2.926 0.088 0.5 1.0 1.4
C 1.933 3.549 1.352 -0.8 0.5 0.7
Br 3.448 4.854 1.049 -0.7 -1.1 0.0
H 0.578 2.136 0.265 0.5 0.7 0.5
H 0.714 3.760 -0.286 0.5 -0.1 -1.2
H 2.114 2.936 2.235 1.0 -0.6 -0.6
H 1.200 4.217 1.804 -0.2 0.3 -0.4
Br 3.441 1.595 -3.190 8.3 -3.5 -6.6
C 3.554 -0.023 -1.977 0.8 -1.9 -3.1
C 2.955 -1.196 -2.769 0.8 0.5 0.5
Br 3.361 -2.696 -1.506 -0.2 -0.2 -1.5
H 3.095 0.160 -1.005 -0.3 -0.9 -1.8
H 4.614 -0.120 -1.743 0.0 -0.2 -0.7
H 3.360 -1.356 -3.769 0.5 -0.3 0.4
H 1.878 -1.072 -2.889 0.3 -0.3 0.2
C 0.961 2.755 -3.712 -1.8 0.1 0.3
C 0.814 1.404 -3.560 -2.4 0.0 -1.5
C -0.469 0.858 -3.477 -0.7 0.4 -1.0
C -1.616 1.681 -3.360 1.2 -0.9 -0.2
C -1.478 3.063 -3.455 0.9 0.3 0.3
C -0.194 3.559 -3.691 1.2 0.1 -0.2
N -2.967 1.120 -3.020 -0.8 3.8 -2.0
O -3.826 2.025 -2.936 0.7 -2.8 -0.2
O -3.105 -0.076 -2.766 -6.7 7.8 -11.2
H 1.987 3.091 -3.724 -0.5 1.1 -0.5
H 1.744 0.858 -3.623 -1.9 -0.9 -0.3
H -0.499 -0.221 -3.451 -0.6 0.5 -0.3
H -2.266 3.759 -3.208 -0.2 -0.2 -0.4
H 0.050 4.597 -3.863 -0.8 0.4 0.3
C -1.809 0.196 2.483 -1.6 0.6 1.9
C -2.142 0.609 3.794 1.6 -1.1 0.3
C -1.666 -0.149 4.838 0.6 -2.8 1.8
C -0.994 -1.432 4.667 -1.9 0.6 -2.3
C -0.941 -1.890 3.336 -0.1 0.2 0.0
C -1.339 -1.076 2.255 -1.4 0.5 1.7
N -0.577 -2.359 5.743 2.6 -2.3 -0.2
O -0.650 -2.034 6.893 -1.0 1.3 0.6
O 0.017 -3.469 5.483 -1.8 2.6 -1.0
H -2.038 0.952 1.747 0.6 -2.7 0.4
H -2.640 1.506 4.129 -0.1 0.3 -0.7
H -1.900 0.104 5.861 0.1 0.3 0.1
H -0.463 -2.814 3.045 -0.2 0.1 0.9
H -1.261 -1.325 1.207 -1.0 0.0 1.4
```
Positions in Å, forces in eV/Å.

# 2
Entry from the OMol25 dataset: a molecular structure, C24H41F3O3P2SY in a non-equilibrium geometry (ωB97M-V/def2-TZVPD).

total charge	+1
energy above the lowest of the compared OMol25 structures with the same formula, charge and spin	296.2	kcal/mol
DFT total energy	-2583.05822	hartree
E_HOMO (alpha / beta)	-8.36 / -7.75	eV
multiplicity	1

Geometry as XYZ:
```
75
Properties=species:S:1:pos:R:3:forces:R:3
Y 0.979 -0.138 -0.499 3.0 1.9 4.1
C -1.303 2.520 1.484 0.6 -0.8 0.5
C -1.730 1.186 1.728 0.8 0.5 -0.7
C 0.000 1.652 3.172 -0.9 -0.6 -0.8
C -0.240 2.805 2.382 -0.5 -0.8 -0.2
C -0.905 0.635 2.754 0.8 0.6 0.3
C -1.861 3.447 0.476 -0.4 0.3 -0.1
H -2.893 3.159 0.225 0.2 0.2 0.0
H -1.261 3.434 -0.451 -0.2 0.2 0.0
H -1.875 4.478 0.862 -0.1 -0.3 -0.3
C 0.479 4.091 2.505 0.2 0.4 0.1
H 0.029 4.852 1.858 0.2 0.0 0.2
H 1.534 3.973 2.220 -0.2 0.2 0.1
H 0.455 4.456 3.544 0.1 0.0 -0.3
C 1.003 1.542 4.252 0.4 0.0 0.2
H 1.059 2.478 4.825 0.1 -0.3 -0.1
H 2.002 1.337 3.838 -0.1 0.0 0.3
H 0.738 0.731 4.939 0.2 0.2 0.0
C -1.018 -0.732 3.308 -0.2 0.1 0.4
H -2.034 -0.925 3.700 0.3 -0.1 -0.1
H -0.299 -0.871 4.128 -0.3 -0.1 -0.2
H -0.805 -1.515 2.552 0.0 -0.1 0.0
C -2.898 0.528 1.101 -0.6 -0.1 0.0
H -3.836 0.843 1.590 0.1 -0.2 -0.2
H -2.840 -0.564 1.177 -0.1 0.1 0.0
H -2.984 0.797 0.039 -0.1 -0.1 0.1
C 0.612 0.911 -2.438 -1.3 3.8 -3.1
C -0.305 0.082 -3.303 -0.4 1.0 -2.9
C -1.377 -0.932 -2.903 -0.5 -0.3 -0.4
C -1.060 -2.099 -1.948 -0.3 0.0 0.5
C -0.713 -1.732 -0.450 -2.2 -2.1 -0.3
C 0.623 -2.148 0.121 -1.0 -1.5 0.6
C 1.660 -2.682 -0.835 0.3 -1.7 0.0
C 2.039 -1.687 -1.922 0.0 0.8 -0.3
H -1.654 -1.406 -3.862 -0.1 0.2 0.4
H -0.310 -2.772 -2.379 -0.1 0.3 0.2
H -2.289 -0.427 -2.550 0.4 -0.1 0.2
H 1.520 -1.872 -2.870 0.3 -0.2 0.1
H 1.690 0.605 -2.335 -0.6 0.3 0.0
H 0.168 -0.259 -4.244 0.3 -0.3 0.8
H 3.116 -1.610 -2.094 -0.2 -0.1 0.0
H 2.545 -2.977 -0.244 -0.3 0.3 -0.2
H 0.513 -2.701 1.072 0.1 0.5 0.3
H 1.299 -3.629 -1.285 0.1 0.0 0.0
H -1.985 -2.698 -1.889 0.3 0.3 -0.3
H -1.452 -2.291 0.157 0.2 0.6 -0.3
P -1.022 1.901 -3.910 0.6 -2.6 3.3
C -0.449 2.647 -5.421 0.0 0.3 -0.7
C -2.695 2.116 -3.348 -1.1 0.8 -0.9
P -0.364 -4.162 2.413 0.3 -0.3 -0.8
C 0.058 2.212 -2.539 1.8 -1.4 0.5
C -1.487 -5.069 1.285 0.0 0.1 0.1
C 1.182 -5.056 2.016 0.0 0.1 0.2
H 0.508 3.156 -5.223 -0.4 -0.2 0.0
H -1.202 3.388 -5.746 0.4 -0.3 0.0
H -0.291 1.882 -6.197 -0.2 0.3 0.2
H -3.255 1.176 -3.375 0.1 0.2 -0.1
H -3.186 2.822 -4.030 -0.3 -0.1 0.3
H -2.718 2.529 -2.331 0.2 -0.2 -0.3
H 1.069 -5.811 1.225 0.1 0.3 0.3
H 1.477 -5.529 2.966 0.3 0.1 -0.4
H 1.928 -4.307 1.713 0.1 -0.3 0.3
H 0.336 3.120 -2.016 0.3 0.0 -0.3
H -1.040 -0.657 -0.222 -0.2 -0.6 -0.2
H -2.236 -5.542 1.935 -0.1 0.1 -0.3
H -0.969 -5.831 0.687 -0.3 0.3 0.2
H -1.999 -4.348 0.631 -0.1 -0.3 0.2
F 5.285 2.322 1.029 -0.6 -0.6 0.3
C 4.344 1.534 1.576 0.1 0.8 0.8
F 4.843 0.962 2.695 -0.5 0.4 -1.1
F 3.288 2.323 1.936 1.0 -0.8 -0.4
S 3.770 0.252 0.362 -0.5 0.0 0.4
O 3.068 1.065 -0.671 0.3 -0.2 0.3
O 4.923 -0.484 -0.045 -0.4 0.3 0.2
O 2.697 -0.487 1.099 1.0 0.6 -0.7
```
Positions in Å, forces in eV/Å.

# 3
Entry from the OMol25 dataset: 5 unconnected molecules or ions with the total composition C24H41FN4O10 in a non-equilibrium geometry (ωB97M-V/def2-TZVPD).

total charge	0
DFT total energy	-2010.38708	hartree
E_HOMO	-9.85	eV
multiplicity	1

Geometry as XYZ:
```
80
Properties=species:S:1:pos:R:3:forces:R:3
C 0.019 5.762 -4.411 -0.3 -0.1 -0.8
N 0.167 4.875 -5.579 0.2 -0.1 0.8
C 1.321 3.974 -5.462 -0.8 0.4 -1.0
C 0.906 2.588 -5.967 0.8 0.0 0.7
C 2.025 1.684 -5.714 1.9 -1.2 -0.3
N 2.961 1.008 -5.582 -1.5 1.0 0.0
C -0.318 2.044 -5.228 -0.4 0.3 -0.1
C -0.242 2.389 -3.824 0.1 0.4 1.4
N -0.180 2.761 -2.734 -0.2 -0.4 -0.9
C -1.611 2.539 -5.878 0.5 0.1 -0.1
O -1.838 2.234 -7.012 -0.3 -0.2 -0.1
N -2.456 3.268 -5.044 -0.4 0.1 -0.6
C -3.610 3.776 -5.686 -0.2 0.9 -1.3
O -3.686 4.383 -6.705 0.3 -0.5 0.8
F -4.690 3.524 -4.973 -0.4 -0.2 0.5
H 0.976 6.016 -3.977 0.2 0.2 0.3
H -0.499 6.650 -4.748 0.0 0.4 0.0
H -0.611 5.311 -3.657 0.0 -0.2 0.4
H 0.281 5.444 -6.401 -0.1 0.0 -0.2
H 2.107 4.329 -6.117 0.5 0.0 0.1
H 1.682 3.922 -4.445 0.1 0.0 0.3
H 0.730 2.628 -7.032 -0.3 -0.1 -0.3
H -0.316 0.968 -5.323 -0.2 -0.4 -0.1
H -1.976 4.029 -4.576 0.2 -0.2 0.4
O 2.286 3.712 -1.113 0.1 0.2 -0.1
C 2.561 2.659 -0.606 -0.2 -0.3 -0.1
O 3.818 2.463 -0.175 0.3 0.2 0.1
C 4.219 1.337 0.612 0.0 -0.3 0.1
C 4.549 0.140 -0.255 -0.1 0.0 -0.1
C 1.558 1.529 -0.516 0.0 0.0 0.7
H 3.473 1.102 1.373 -0.1 0.0 -0.1
H 5.113 1.662 1.142 0.0 0.1 -0.1
H 3.678 -0.203 -0.813 0.0 0.0 0.1
H 4.912 -0.685 0.359 0.0 0.0 0.0
H 5.317 0.401 -0.983 0.0 0.0 0.0
H 1.551 0.989 -1.460 0.0 0.0 0.0
H 0.574 1.954 -0.345 0.0 0.1 -0.2
H 1.755 0.834 0.300 0.2 -0.1 -0.1
O 1.842 -0.752 2.475 0.1 0.4 -0.1
C 0.813 -0.192 2.765 -0.3 -0.4 0.1
O 0.857 1.086 3.156 0.3 0.3 -0.2
C -0.317 1.889 3.344 -0.3 0.1 0.2
C -0.915 1.696 4.721 0.1 -0.2 0.1
C -0.506 -0.927 2.770 -0.1 0.3 -0.4
H -1.040 1.705 2.549 0.0 -0.1 0.0
H 0.021 2.916 3.228 0.1 0.0 0.0
H -1.251 0.671 4.875 -0.1 0.0 -0.1
H -1.768 2.360 4.860 0.0 0.0 0.0
H -0.171 1.914 5.488 0.0 0.1 0.0
H -0.612 -1.460 3.714 0.0 0.0 0.0
H -0.501 -1.651 1.960 0.1 -0.2 0.1
H -1.372 -0.288 2.621 0.0 0.0 0.2
O -5.028 -0.725 3.618 0.1 0.2 -0.1
C -4.812 -1.796 4.113 -0.2 -0.3 -0.2
O -3.580 -2.059 4.578 0.3 0.3 0.2
C -3.254 -3.229 5.339 0.0 -0.3 0.0
C -2.944 -4.409 4.443 -0.2 0.1 -0.1
C -5.868 -2.876 4.152 -0.1 0.0 0.4
H -4.035 -3.446 6.070 -0.1 0.0 -0.1
H -2.365 -2.957 5.907 0.0 0.1 0.0
H -3.809 -4.699 3.845 -0.1 0.0 0.1
H -2.633 -5.269 5.037 0.0 0.0 0.0
H -2.146 -4.156 3.752 0.0 0.0 0.1
H -5.868 -3.399 3.197 0.0 0.0 0.0
H -6.835 -2.401 4.295 0.0 0.1 -0.2
H -5.738 -3.596 4.956 0.1 -0.1 -0.1
O -0.379 -4.317 2.593 -0.1 -0.1 -0.1
C 0.664 -4.389 1.999 0.3 0.1 0.3
O 0.699 -5.052 0.833 -0.3 0.0 -0.2
C 1.833 -5.037 -0.038 0.3 -0.1 -0.1
C 2.856 -6.082 0.352 0.0 0.0 0.2
C 1.925 -3.797 2.569 0.2 0.0 -0.2
H 2.262 -4.035 -0.095 0.0 0.0 0.1
H 1.436 -5.263 -1.026 -0.1 0.0 0.0
H 3.263 -5.895 1.346 0.0 0.1 0.0
H 3.681 -6.092 -0.361 0.0 0.0 0.0
H 2.397 -7.070 0.371 0.0 0.0 -0.1
H 2.371 -4.513 3.260 0.0 -0.1 0.0
H 1.662 -2.898 3.106 0.0 0.0 0.2
H 2.658 -3.512 1.819 0.1 -0.1 0.0
```
Positions in Å, forces in eV/Å.